Below is a molecular structure, C31H50CdN5O4P2, with properties calculated with ωB97M-V with the def2-TZVPD basis set.

- Spin multiplicity: 1
- Total energy: -71742.7220 eV
- Charge: -1
- Frontier orbital gap: 5.8 eV

CARTESIAN COORDINATES (ANGSTROEM)
C 1.004 2.813 -2.282
C -0.663 1.921 -4.604
H -1.057 -5.063 3.387
H 0.197 2.160 -5.237
H -2.393 -4.668 1.143
C 3.393 -1.926 1.555
H 0.155 0.088 -3.922
C -2.533 -0.817 -2.959
H -4.171 -0.616 -1.554
H -1.271 -1.596 4.573
H 0.607 -0.142 4.457
H 2.319 -2.789 -0.130
H -3.041 5.633 -2.838
H -1.098 2.854 -4.256
C -2.453 0.167 1.900
C -1.654 -0.736 2.655
C -2.374 1.691 -1.456
C -0.838 -3.427 2.004
C 2.386 3.117 -1.753
H -2.774 -1.554 6.466
H -2.895 2.890 1.680
H -3.646 4.819 0.391
C -3.852 5.110 -2.325
H -2.803 2.794 -3.245
H 2.409 -0.699 -1.544
H 4.795 -0.347 1.199
H 2.272 -0.202 3.949
N 3.362 3.066 -2.844
H -1.871 -3.353 0.084
C -0.203 1.018 -3.472
H -0.245 -3.656 4.086
C 1.251 -0.212 3.578
O 0.671 1.081 1.616
H 4.301 3.174 -2.482
C -2.915 2.833 0.600
C 2.225 -2.344 2.557
H 0.777 3.569 -3.040
N 2.274 -0.701 -0.538
H 3.251 0.298 1.827
H 2.101 -3.482 4.400
H -4.327 1.226 1.970
H -4.160 -0.914 -4.372
C -1.048 -3.969 3.413
C -3.363 -0.218 -4.094
C -2.073 -3.623 1.123
H -4.367 -0.806 6.314
C 3.965 -0.534 1.890
Cd 0.128 -0.192 -0.109
C -2.500 1.630 -0.026
H 4.386 -0.558 2.901
H -2.906 -3.007 1.477
H -2.962 0.179 6.713
H 2.296 4.135 -1.348
H 2.754 0.148 -0.236
H 0.275 2.918 -1.475
C -3.350 3.924 -1.534
O 4.322 -2.899 1.618
H 1.817 -3.225 2.060
C -3.454 -1.380 -1.867
C 2.815 -2.831 3.883
H 3.668 2.442 -0.308
H -2.002 -3.636 3.826
H -0.011 -3.979 1.553
H -2.909 -1.686 -0.976
P -1.371 0.362 -2.156
H -3.837 0.715 -3.774
H 3.888 -2.065 -0.458
C -1.949 -0.971 4.001
H -4.576 4.809 -3.086
H -4.827 0.718 4.299
P -0.308 -1.666 1.861
H 3.045 -1.995 4.551
C -3.051 -0.438 4.641
N 1.035 -1.481 2.876
H -2.774 -0.018 -4.988
H -1.403 1.410 -5.218
N -2.120 0.485 0.598
H 3.200 3.823 -3.497
C -3.328 3.924 -0.136
C -2.842 2.801 -2.162
O 0.985 1.509 -2.834
C 2.942 -1.911 0.055
H -4.010 -2.237 -2.256
C -3.631 0.625 2.539
O 1.301 2.141 3.479
C -3.302 -0.668 6.110
H -1.906 -1.625 -3.346
H 2.135 2.068 0.024
H -4.345 5.832 -1.672
H 3.734 -3.367 3.666
N 2.796 2.164 -0.743
C -3.914 0.330 3.857
C 1.066 1.123 2.839